[1]
This record from the OMol25 dataset describes a single C7H12ClNOS molecule in a non-equilibrium geometry. The level of theory is ωB97M-V/def2-TZVPD.

Values from the calculation:
Gap between HOMO and LUMO (alpha / beta) (eV): 6.6 / 6.8
SMILES string: C=CC(/C(C)=C/C)=[S@](N)(=O)Cl
Energy relative to the best compared isomer or geometry (same formula, charge and spin) (kJ/mol): 356.2

Geometry as ORCA input:
```
! wB97M-V def2-TZVPD RIJCOSX def2/J DEFGRID3
* xyz 0 1
C 2.079 3.036 -0.539
C 1.055 2.198 -0.416
C 0.802 1.050 0.428
C -0.263 0.088 -0.029
C 0.056 -0.384 -1.430
C -1.045 -0.574 0.880
C -2.388 -1.213 0.790
S 2.433 -0.044 0.445
N 2.195 -1.336 1.571
O 3.374 0.740 1.114
Cl 3.640 -1.307 -0.918
H 1.760 4.058 -0.975
H 3.032 2.686 -0.259
H 0.054 2.676 -0.736
H -0.719 -1.212 -1.580
H -0.027 0.505 -2.056
H 0.991 -0.892 -1.510
H -0.963 -0.293 1.993
H -3.233 -0.548 1.012
H -2.368 -1.976 1.443
H -2.576 -1.537 -0.165
H 3.120 -1.702 1.746
H 1.463 -1.922 1.264
*
```

---

[2]
This record from the OMol25 dataset describes a molecular structure, Ca6O24P6 in a non-equilibrium geometry. The level of theory is ωB97M-V/def2-TZVPD.

Values from the calculation:
Gap between HOMO and LUMO (eV): 1.8

Geometry as ORCA input:
```
! wB97M-V def2-TZVPD RIJCOSX def2/J DEFGRID3
* xyz -6 1
Ca 22.068 -3.726 -13.553
Ca 18.111 4.240 -14.014
Ca 23.363 -0.952 -20.711
Ca 18.490 -4.954 -18.685
Ca 13.549 -0.002 -18.061
Ca 18.383 3.984 -19.853
P 21.024 -6.390 -22.607
O 19.774 -6.958 -21.987
O 21.149 -5.097 -21.702
O 20.566 -6.354 -24.084
O 22.075 -7.618 -22.377
P 26.470 2.818 -21.504
O 25.015 2.689 -21.970
O 27.108 1.445 -21.207
O 26.905 3.575 -20.164
O 27.380 3.459 -22.477
P 21.321 -9.095 -15.900
O 20.997 -7.587 -15.937
O 20.258 -10.237 -16.053
O 22.305 -9.527 -14.780
O 22.370 -9.394 -16.985
P 13.560 5.220 -17.518
O 13.398 6.652 -18.105
O 12.208 4.518 -17.436
O 14.374 5.486 -16.238
O 14.234 4.299 -18.372
P 19.424 8.867 -17.206
O 18.813 9.428 -15.874
O 18.582 9.442 -18.396
O 19.226 7.338 -17.110
O 20.905 9.121 -17.272
P 18.912 -0.466 -17.890
O 19.770 0.235 -18.875
O 19.717 -1.566 -17.083
O 17.606 -1.098 -18.443
O 18.489 0.656 -17.064
*
```

---

[3]
This record from the OMol25 dataset describes a single C22H22N4O4 molecule in a non-equilibrium geometry. The level of theory is ωB97M-V/def2-TZVPD.

Values from the calculation:
Gap between HOMO and LUMO (eV): 7.7
SMILES string: CCCCn1c(NC(=O)c2ccco2)c(C(=O)OCC)c2nc3ccccc3nc21
Energy relative to the best compared isomer or geometry (same formula, charge and spin) (kJ/mol): 248.3

Geometry as ORCA input:
```
! wB97M-V def2-TZVPD RIJCOSX def2/J DEFGRID3
* xyz 0 1
C -1.614 -3.397 1.847
C -0.312 -2.613 1.968
C 0.699 -2.956 0.874
C 0.236 -2.585 -0.538
N -0.060 -1.174 -0.649
C 0.773 -0.102 -0.548
N 2.139 -0.117 -0.477
C 3.058 -0.969 -1.044
O 2.788 -1.931 -1.735
C 4.436 -0.583 -0.735
C 5.615 -1.159 -1.145
C 6.646 -0.390 -0.571
C 6.025 0.595 0.142
O 4.698 0.487 0.051
C 0.049 1.094 -0.472
C 0.670 2.390 -0.307
O 1.878 2.533 -0.155
O -0.194 3.399 -0.334
C 0.326 4.710 -0.140
C 0.473 5.035 1.340
C -1.329 0.735 -0.550
N -2.436 1.436 -0.529
C -3.576 0.720 -0.616
C -4.810 1.405 -0.603
C -5.984 0.712 -0.683
C -5.986 -0.690 -0.779
C -4.811 -1.388 -0.795
C -3.582 -0.707 -0.716
N -2.431 -1.422 -0.732
C -1.347 -0.701 -0.654
H -2.247 -3.206 2.710
H -1.411 -4.465 1.799
H -2.162 -3.102 0.956
H 0.148 -2.828 2.936
H -0.532 -1.542 1.945
H 1.641 -2.443 1.084
H 0.897 -4.029 0.886
H -0.689 -3.104 -0.789
H 1.014 -2.850 -1.256
H 2.483 0.817 -0.199
H 5.708 -2.020 -1.774
H 7.701 -0.543 -0.674
H 6.412 1.401 0.734
H 1.296 4.790 -0.643
H -0.398 5.374 -0.618
H 0.797 6.065 1.459
H -0.479 4.899 1.847
H 1.212 4.378 1.793
H -4.784 2.480 -0.528
H -6.927 1.240 -0.673
H -6.928 -1.214 -0.841
H -4.790 -2.465 -0.869
*
```

---

[4]
This record from the OMol25 dataset describes a molecular structure, C49H45AsBr3N4O3Pt. The level of theory is ωB97M-V/def2-TZVPD.

Values from the calculation:
Gap between HOMO and LUMO (alpha / beta) (eV): 6.6 / 4.5
Energy relative to the best compared isomer or geometry (same formula, charge and spin) (kJ/mol): 48.9
⟨S²⟩: 6.0511

Geometry as ORCA input:
```
! wB97M-V def2-TZVPD RIJCOSX def2/J DEFGRID3
* xyz 1 5
Pt -0.284 -0.669 0.213
O 3.517 0.773 -1.223
C 4.118 1.256 -0.098
C 5.337 1.915 -0.251
C 5.991 2.444 0.845
C 5.441 2.324 2.117
C 4.233 1.667 2.263
C 3.554 1.125 1.176
C 2.221 0.441 1.434
O 1.808 -0.296 0.338
N 1.199 1.494 1.836
N 0.051 1.461 1.003
C 0.044 2.412 0.160
C -0.971 2.668 -0.852
Br -2.569 1.657 -0.793
C -0.718 3.589 -1.782
C -1.478 4.024 -2.953
C -0.745 4.514 -4.038
C -1.383 4.913 -5.200
C -2.768 4.859 -5.281
C -3.506 4.412 -4.195
C -2.869 3.992 -3.037
H 2.719 0.298 -0.895
H 5.750 1.999 -1.249
H 6.937 2.953 0.708
H 5.948 2.737 2.978
H 3.793 1.569 3.252
H 2.330 -0.204 2.318
H 0.862 1.258 2.762
H 0.867 3.125 0.194
H 0.258 4.060 -1.677
H 0.336 4.574 -3.966
H -0.802 5.280 -6.037
H -3.271 5.181 -6.184
H -4.588 4.393 -4.247
H -3.459 3.661 -2.193
Br 0.184 1.251 -4.597
C 0.877 -0.375 -4.028
C 1.671 -1.144 -4.855
C 2.195 -2.345 -4.408
Br 3.283 -3.312 -5.572
C 1.907 -2.859 -3.095
C 2.403 -4.072 -2.590
C 2.047 -4.463 -1.325
C 1.179 -3.658 -0.582
N 0.698 -2.519 -1.040
C 1.076 -2.106 -2.258
C 0.597 -0.784 -2.678
O 0.002 -0.038 -1.888
H 1.896 -0.800 -5.855
H 3.060 -4.682 -3.195
H 2.421 -5.382 -0.898
H 0.871 -3.945 0.415
C -3.387 -3.654 8.141
C -2.866 -3.563 6.733
C -3.614 -2.966 5.726
C -3.154 -2.875 4.418
C -4.052 -2.226 3.398
C -1.885 -3.396 4.114
As -1.123 -3.273 2.325
N -0.931 -1.470 2.047
C -0.735 -0.661 3.196
C 0.250 -0.938 4.144
C 0.412 -0.103 5.239
C -0.406 1.005 5.404
C -1.388 1.280 4.460
C -1.549 0.460 3.355
C -2.511 -4.043 1.175
C -2.718 -5.407 1.445
C -1.881 -6.192 2.427
C -3.757 -6.073 0.801
C -4.586 -5.436 -0.106
C -5.714 -6.164 -0.786
C -4.330 -4.099 -0.391
C -3.302 -3.389 0.216
C -3.109 -1.959 -0.207
C -1.111 -4.004 5.113
C 0.253 -4.609 4.878
C -1.619 -4.076 6.404
H -4.336 -3.131 8.248
H -2.676 -3.221 8.848
H -3.539 -4.696 8.430
H -4.588 -2.552 5.966
H -4.821 -1.634 3.894
H -4.550 -2.976 2.779
H -3.499 -1.562 2.736
H 0.904 -1.789 4.006
H 1.188 -0.319 5.964
H -0.276 1.656 6.259
H -2.027 2.146 4.578
H -2.293 0.684 2.600
H -0.812 -5.997 2.304
H -2.035 -7.260 2.281
H -2.145 -5.958 3.458
H -3.916 -7.124 1.022
H -5.776 -7.199 -0.453
H -5.581 -6.162 -1.870
H -6.669 -5.680 -0.574
H -4.947 -3.589 -1.124
H -3.742 -1.725 -1.062
H -2.079 -1.781 -0.522
H -3.340 -1.253 0.593
H 0.679 -4.354 3.911
H 0.203 -5.698 4.936
H 0.951 -4.277 5.648
H -1.015 -4.543 7.178
*
```

---

[5]
This record from the OMol25 dataset describes a molecular structure, C42H38I2IrN6O3. The level of theory is ωB97M-V/def2-TZVPD.

Values from the calculation:
Gap between HOMO and LUMO (alpha / beta) (eV): 6.2 / 5.1
Energy relative to the best compared isomer or geometry (same formula, charge and spin) (kJ/mol): 2.1
⟨S²⟩: 0.7573

Geometry as ORCA input:
```
! wB97M-V def2-TZVPD RIJCOSX def2/J DEFGRID3
* xyz 2 2
Ir -0.122 -0.049 -0.063
O 2.138 -1.045 5.025
C 1.730 0.228 5.199
C 1.893 0.872 6.425
C 1.504 2.185 6.595
C 0.942 2.896 5.538
C 0.787 2.268 4.323
C 1.159 0.931 4.127
C 0.932 0.343 2.798
O 0.823 1.146 1.803
N 0.882 -0.971 2.649
N 0.770 -1.256 1.338
C 1.127 -2.412 0.908
C 1.150 -2.569 -0.531
C 1.575 -3.720 -1.175
C 1.718 -3.706 -2.550
C 1.437 -2.539 -3.250
C 0.993 -1.436 -2.552
N 0.848 -1.444 -1.225
H 2.524 -1.371 5.847
H 2.335 0.325 7.250
H 1.639 2.658 7.558
H 0.636 3.924 5.670
H 0.355 2.806 3.491
H 1.493 -3.164 1.594
H 1.799 -4.602 -0.591
H 2.054 -4.591 -3.073
H 1.550 -2.482 -4.322
H 0.743 -0.520 -3.066
C 3.780 -0.331 -0.826
C 3.700 0.982 -0.100
C 4.828 1.455 0.561
C 4.824 2.681 1.203
C 3.686 3.466 1.171
C 2.536 3.039 0.518
C 1.340 3.953 0.526
C 2.560 1.786 -0.099
N 1.342 1.357 -0.773
C 1.059 1.911 -1.897
C 1.958 2.828 -2.654
C -0.334 1.688 -2.397
C -0.800 2.370 -3.634
N -1.068 0.943 -1.652
C -2.503 0.869 -1.855
C -3.072 -0.289 -2.391
C -2.246 -1.377 -3.016
C -4.459 -0.378 -2.398
C -5.246 0.648 -1.902
C -4.656 1.819 -1.458
C -3.273 1.966 -1.447
C -2.690 3.308 -1.085
H 4.822 -0.611 -0.970
H 3.313 -0.287 -1.810
H 3.307 -1.131 -0.255
H 5.726 0.851 0.558
H 5.711 3.029 1.715
H 3.680 4.433 1.660
H 1.585 4.906 0.052
H 1.051 4.173 1.555
H 0.472 3.540 0.015
H 2.980 2.771 -2.292
H 1.610 3.859 -2.546
H 1.931 2.592 -3.718
H -0.157 2.095 -4.473
H -0.723 3.453 -3.521
H -1.827 2.106 -3.867
H -1.555 -0.966 -3.757
H -2.892 -2.083 -3.532
H -1.680 -1.935 -2.271
H -4.922 -1.267 -2.807
H -6.324 0.550 -1.898
H -5.273 2.646 -1.130
H -3.306 3.803 -0.337
H -2.679 3.955 -1.966
H -1.672 3.257 -0.700
I -3.506 -3.944 -0.281
C -3.661 -2.105 0.659
C -4.845 -1.746 1.335
C -4.981 -0.527 1.942
I -6.777 -0.064 2.883
C -3.910 0.408 1.907
C -3.918 1.693 2.484
C -2.823 2.504 2.358
C -1.698 2.052 1.659
N -1.651 0.856 1.106
C -2.739 0.030 1.224
C -2.611 -1.226 0.605
O -1.450 -1.493 -0.003
H -5.660 -2.456 1.364
H -4.793 2.028 3.026
H -2.804 3.492 2.795
H -0.819 2.666 1.560
*
```

---

[6]
This record from the OMol25 dataset describes a single C5H7IN2O molecule in a non-equilibrium geometry. The level of theory is ωB97M-V/def2-TZVPD.

Values from the calculation:
Gap between HOMO and LUMO (eV): 7.4
SMILES string: CO/C=C/N=C\C=N\I
Energy relative to the best compared isomer or geometry (same formula, charge and spin) (kJ/mol): 381.9

Geometry as ORCA input:
```
! wB97M-V def2-TZVPD RIJCOSX def2/J DEFGRID3
* xyz 0 1
C -2.046 -0.969 0.922
O -1.391 0.243 1.173
C -0.323 0.469 0.374
C 0.579 1.438 0.603
N 1.585 1.758 -0.177
C 2.145 1.295 -1.241
C 2.260 -0.070 -1.796
N 1.813 -1.175 -1.283
I 2.263 -2.965 -2.086
H -1.901 -1.254 -0.209
H -3.082 -0.754 0.883
H -1.637 -1.803 1.675
H -0.200 -0.090 -0.530
H 0.526 1.931 1.510
H 2.734 2.091 -1.520
H 2.780 -0.152 -2.778
*
```

---

What did the sixth record say?
This record from the OMol25 dataset describes a single C5H7IN2O molecule in a non-equilibrium geometry. The level of theory is ωB97M-V/def2-TZVPD.

Values from the calculation:
Gap between HOMO and LUMO (eV): 7.4
SMILES string: CO/C=C/N=C\C=N\I
Energy relative to the best compared isomer or geometry (same formula, charge and spin) (kJ/mol): 381.9

Geometry as ORCA input:
```
! wB97M-V def2-TZVPD RIJCOSX def2/J DEFGRID3
* xyz 0 1
C -2.046 -0.969 0.922
O -1.391 0.243 1.173
C -0.323 0.469 0.374
C 0.579 1.438 0.603
N 1.585 1.758 -0.177
C 2.145 1.295 -1.241
C 2.260 -0.070 -1.796
N 1.813 -1.175 -1.283
I 2.263 -2.965 -2.086
H -1.901 -1.254 -0.209
H -3.082 -0.754 0.883
H -1.637 -1.803 1.675
H -0.200 -0.090 -0.530
H 0.526 1.931 1.510
H 2.734 2.091 -1.520
H 2.780 -0.152 -2.778
*
```